Entry 1:
4 unconnected molecules or ions with the total composition C4H16O3 in a non-equilibrium geometry. Source: the Open Molecules 2025 dataset; level of theory: ωB97M-V with the def2-TZVPD basis set.

```
23
Properties=species:S:1:pos:R:3:forces:R:3:mulliken_charge:R:1
C -0.75507 -0.35501 1.83038 -2.9 3.3 2.5 -1.06
C 0.52467 0.28650 2.10544 3.8 3.2 0.3 -0.34
C 1.08979 1.05852 0.86626 0.2 0.0 0.6 -0.08
C 2.05855 0.23276 0.17007 1.9 -3.5 -2.0 -1.32
H -1.42165 0.24186 1.15266 0.7 -0.4 0.5 0.29
H -1.27161 -0.30466 2.84414 0.1 -1.1 -1.4 0.30
H -0.61779 -1.26314 1.40980 0.0 -3.2 -1.0 0.33
H 1.39725 -0.40742 2.39698 -1.7 0.8 -0.1 0.24
H 0.52950 1.13618 2.88060 -0.6 -1.6 -0.5 0.27
H 1.51829 2.05622 1.01539 -0.3 -0.1 0.6 0.44
H 0.40605 1.13378 0.04125 -1.4 0.7 0.3 -0.03
H 2.79577 0.73272 -0.38833 0.2 1.7 -1.9 0.39
H 1.50500 -0.49071 -0.51316 1.0 0.7 0.8 0.25
H 2.89797 -0.34455 0.60014 -1.0 -0.4 1.5 0.38
O -3.73735 -1.14788 -0.42050 2.8 -1.8 -3.1 -0.62
H -3.13793 -1.88248 -0.83365 -1.9 0.4 2.1 0.28
H -3.28294 -0.63053 -1.14933 -1.2 1.2 1.3 0.33
O -1.73689 0.14073 -1.63791 -1.8 2.4 0.1 -0.66
H -1.60824 1.05820 -1.99596 0.4 -1.8 0.3 0.30
H -1.04586 -0.45262 -1.83385 1.8 -0.3 -0.8 0.31
O 1.07878 -0.18075 -2.83353 -10.5 -1.4 -1.7 -0.52
H 1.18549 -0.98494 -3.15256 2.0 -5.1 -2.0 0.27
H 1.62821 0.36718 -2.55433 8.4 6.4 3.5 0.24
```
Forces are in eV/Å.

Results
highest occupied orbital energy = -10.3 eV
structure (SMILES) = CCCC.O.O.O
relative energy (zero: lowest compared OMol25 entry of this formula, charge and spin) = 3.811 eV

Entry 2:
2 unconnected molecules or ions with the total composition C4H10OS in a non-equilibrium geometry. Source: the Open Molecules 2025 dataset; level of theory: ωB97M-V with the def2-TZVPD basis set.

```
16
Properties=species:S:1:pos:R:3:forces:R:3:mulliken_charge:R:1
C -1.94494 1.37884 -1.55359 -0.1 0.3 0.6 -0.73
S -1.92525 3.15713 -1.58800 0.0 -0.1 0.2 0.42
C -2.39368 3.64765 0.08262 1.0 -0.3 -0.6 -0.70
H -2.42646 0.98512 -2.43393 0.0 0.0 -0.5 0.35
H -2.45111 1.04237 -0.66309 -0.3 -0.1 0.2 0.31
H -0.91549 1.04774 -1.48147 0.4 -0.1 -0.2 0.36
H -1.55720 4.20778 0.51227 -0.1 0.2 -0.2 0.34
H -3.22297 4.31603 -0.11776 -0.4 0.1 0.5 0.33
H -2.54504 2.77766 0.71006 -0.5 0.0 0.0 0.33
C 1.99468 -3.55582 0.77122 0.0 -0.3 -0.6 -0.84
C 2.97598 -2.95430 1.43334 -0.5 0.3 -0.5 0.26
O 4.19983 -2.68134 0.90936 0.0 -0.3 0.3 -0.46
H 1.00111 -3.69526 1.15510 0.0 0.0 0.5 0.25
H 2.12118 -3.96091 -0.23704 0.2 0.2 0.2 0.19
H 2.82986 -2.54787 2.42353 0.2 0.0 0.1 0.32
H 4.25951 -3.16482 0.07740 0.2 0.1 -0.1 0.29
```
Forces are in eV/Å.

Results
highest occupied orbital energy (alpha / beta) = -11.0 / -11.0 eV
multiplicity = 2
<S²> = 0.7530
relative energy (zero: lowest compared OMol25 entry of this formula, charge and spin) = 0.701 eV
charge = +1

Entry 3:
A molecular structure, C26H24BrN6Re in a non-equilibrium geometry. Source: the Open Molecules 2025 dataset; level of theory: ωB97M-V with the def2-TZVPD basis set.

```
58
Properties=species:S:1:pos:R:3:forces:R:3:mulliken_charge:R:1
Re 11.59437 -13.89820 -5.45412 -0.7 0.1 0.1 0.89
C 18.02348 -16.43733 -3.97734 0.5 -0.4 0.1 -1.55
C 16.76112 -16.05825 -4.62309 -1.1 0.6 -0.1 -0.09
C 16.82999 -15.25256 -5.77759 -0.6 -0.3 0.3 -1.05
C 15.73083 -14.72121 -6.37443 -1.0 -0.4 0.7 -0.88
C 14.45176 -14.92384 -5.75857 0.2 0.5 -0.8 1.63
N 13.37374 -14.20527 -6.17666 0.9 -0.5 -0.3 0.29
C 13.27725 -13.35722 -7.32586 0.0 0.1 0.6 -0.29
C 14.00359 -12.14136 -7.44473 -0.4 -0.9 0.7 -0.35
C 13.87763 -11.38382 -8.56607 -0.4 0.5 -0.7 -0.70
C 12.96392 -11.71052 -9.59991 -0.2 -0.9 0.2 0.34
C 12.84063 -10.86762 -10.82956 0.3 0.0 -0.3 -1.40
C 12.18538 -12.87721 -9.44126 0.2 0.2 -0.7 -0.62
C 12.36778 -13.71042 -8.34303 -0.3 0.0 -0.7 0.43
N 11.56481 -14.90745 -8.22243 0.6 0.9 0.0 0.32
C 11.04731 -15.75855 -9.12995 0.1 0.2 0.4 0.09
C 10.09391 -16.51673 -8.46075 -0.1 -0.1 -0.7 -1.14
C 10.04826 -16.02871 -7.17914 0.4 0.1 0.5 -0.29
N 10.95876 -15.04505 -7.02320 -0.8 -0.6 0.1 -0.30
C 14.34529 -15.82106 -4.66210 -0.1 0.3 0.0 0.97
C 15.47926 -16.37653 -4.11361 0.9 -0.1 -0.2 -0.85
N 13.07760 -16.14438 -4.05853 0.3 -0.5 -0.3 -0.03
C 12.83903 -17.21523 -3.26499 -0.7 1.4 0.2 0.12
C 11.55809 -17.05476 -2.73135 0.1 -1.1 0.2 -1.23
C 11.03519 -15.92675 -3.29601 0.1 1.0 -0.9 0.02
N 11.97158 -15.36874 -4.12509 -0.5 -0.2 0.3 -0.05
H 18.75127 -15.63476 -4.05161 0.0 0.2 0.1 0.42
H 17.93281 -16.74918 -2.94528 -0.1 0.0 0.2 0.41
H 18.47087 -17.24892 -4.53906 0.2 -0.4 -0.1 0.36
H 17.77377 -15.00643 -6.17624 1.1 0.1 -0.4 0.51
H 15.80908 -14.11010 -7.26172 0.0 0.1 0.0 0.54
H 14.62889 -11.83214 -6.60833 0.0 -0.1 -0.3 0.59
H 14.47542 -10.48837 -8.64358 0.0 0.2 -0.1 0.50
H 12.68469 -9.83054 -10.53203 -0.2 0.1 -0.2 0.38
H 13.80380 -10.87716 -11.36492 -0.2 0.0 0.2 0.37
H 12.07055 -11.19365 -11.55372 0.3 0.1 0.6 0.37
H 11.46779 -13.13890 -10.24364 0.4 0.1 0.7 0.41
H 11.39197 -15.75930 -10.15532 -0.1 -0.1 0.1 0.54
H 9.47284 -17.29912 -8.86339 0.1 0.0 -0.1 0.47
H 9.46772 -16.38496 -6.34948 -0.1 0.1 0.2 0.59
H 15.41404 -17.05795 -3.27347 0.1 0.2 0.0 0.29
H 13.60346 -17.93561 -3.06686 0.0 -0.3 0.0 0.46
H 11.07222 -17.73643 -2.04882 0.0 0.1 0.0 0.47
H 10.06188 -15.42161 -3.24950 0.5 -0.6 0.3 0.43
C 5.96113 -13.45894 -4.15551 0.4 -0.5 -0.2 -1.55
C 7.40501 -13.10129 -3.94489 -0.8 0.3 0.4 0.65
C 7.77115 -12.36351 -2.79057 0.0 -0.8 -1.1 -0.26
C 9.09953 -12.05207 -2.57900 0.0 -0.6 -0.2 -0.79
C 9.98935 -12.50299 -3.53357 0.0 0.2 0.0 0.67
Br 11.90302 -12.25138 -3.41924 -0.2 0.2 0.0 0.04
N 9.68689 -13.17578 -4.63973 -0.5 -0.4 0.2 -0.36
C 8.35837 -13.48381 -4.84379 1.7 0.8 0.7 -0.56
H 5.36227 -12.57901 -4.00311 -0.5 0.2 0.1 0.43
H 5.68444 -14.23273 -3.44127 -0.2 0.1 0.2 0.36
H 5.75622 -13.88326 -5.14349 0.1 0.3 0.1 0.39
H 6.97593 -12.12081 -2.10554 0.1 0.3 0.3 0.53
H 9.43088 -11.59535 -1.67851 0.3 0.5 0.5 0.49
H 8.13125 -13.99891 -5.73932 -0.2 -0.5 -0.7 0.58
```
Forces are in eV/Å.

Results
highest occupied orbital energy (alpha / beta) = -16.3 / -16.9 eV
multiplicity = 4
<S²> = 3.8004
relative energy (zero: lowest compared OMol25 entry of this formula, charge and spin) = 0.000 eV
charge = +3

Entry 4:
C2H2N6 in the gas phase in a non-equilibrium geometry. Source: the Open Molecules 2025 dataset; level of theory: ωB97M-V with the def2-TZVPD basis set.

```
10
Properties=species:S:1:pos:R:3:forces:R:3:mulliken_charge:R:1
H -2.34100 -0.84244 1.11237 0.6 2.2 -2.1 0.27
N -1.99932 0.11475 0.67675 0.0 -1.8 1.2 -0.62
C -1.04912 0.06474 -0.16248 -1.0 0.7 2.8 0.69
N -0.24746 1.17847 -0.41343 2.2 -2.2 -1.0 -0.40
C 1.07692 1.03014 -0.31202 -3.3 3.7 -0.1 0.06
N 1.88313 0.15627 0.46013 -1.7 -0.7 -2.0 -0.10
N 1.44685 -1.02729 0.47795 -0.5 0.0 1.6 -0.13
N 0.44651 -1.54511 -0.38082 2.9 -1.7 -0.8 0.07
N -0.61577 -1.14946 -0.78164 -0.9 0.8 0.0 -0.20
H 1.39925 2.01993 -0.67682 1.6 -0.9 0.5 0.37
```
Forces are in eV/Å.

Results
highest occupied orbital energy = -9.9 eV
structure (SMILES) = [H]/N=c1/ncnnnn1
relative energy (zero: lowest compared OMol25 entry of this formula, charge and spin) = 3.066 eV

Entry 5:
7 unconnected molecules or ions with the total composition C28H55N4O7 in a non-equilibrium geometry. Source: the Open Molecules 2025 dataset; level of theory: ωB97M-V with the def2-TZVPD basis set.

```
94
Properties=species:S:1:pos:R:3:forces:R:3:mulliken_charge:R:1
N -4.75583 -1.89353 0.80430 4.5 -2.3 0.6 -0.34
C -3.71586 -2.45803 0.97520 -2.2 0.8 0.1 0.50
O -2.53501 -3.16280 1.30912 -2.9 2.1 -1.3 -0.20
N -2.41619 -3.28441 2.67118 -0.1 -0.4 1.9 -0.05
C -1.74303 -2.35099 3.35809 2.1 4.3 2.9 0.35
N -1.89404 -0.89363 3.34138 1.0 -3.6 -2.2 -0.24
C -0.46901 -0.44644 3.08397 0.9 0.0 -1.4 -0.44
C 0.43136 -1.65982 3.60257 -1.1 0.2 0.4 -0.34
N -0.61441 -2.51495 4.30213 -2.5 -1.8 -3.2 -0.37
H -2.83673 -4.13504 3.07727 0.7 0.4 -0.4 0.30
H -2.50708 -0.51031 2.60944 -0.1 -0.3 0.5 0.32
H -0.20434 0.61361 3.37652 -0.6 -1.5 0.1 0.37
H -0.36832 -0.56283 1.95029 0.0 0.9 1.5 0.34
H 1.20885 -1.49452 4.40213 -0.6 0.2 -1.4 0.16
H 0.71180 -2.18956 2.64373 0.6 0.5 1.5 0.33
H -0.33133 -3.50050 4.21481 0.0 0.4 0.5 0.33
C -4.87655 -2.18194 -4.53544 0.1 -0.4 -0.2 -0.37
C -4.91732 -2.03297 -3.02868 -0.3 0.1 0.3 -0.57
C -3.55883 -1.42227 -2.73429 0.3 0.0 -0.2 -0.31
O -3.19904 -0.64410 -3.88093 -0.1 -0.2 0.3 -0.46
C -4.10416 -0.94895 -4.95397 -0.1 0.4 -0.2 -0.07
H -5.86217 -2.24463 -4.99759 0.1 0.0 0.0 0.31
H -4.31470 -3.08198 -4.80382 -0.1 0.0 -0.1 0.26
H -5.70937 -1.33286 -2.74458 0.0 -0.1 0.0 0.29
H -5.08703 -2.97283 -2.50017 0.0 0.0 0.0 0.34
H -2.79368 -2.19811 -2.60705 0.0 -0.1 0.1 0.22
H -3.56873 -0.79153 -1.84114 0.1 0.1 -0.1 0.17
H -4.76935 -0.08921 -5.08607 0.0 0.0 -0.1 -0.05
H -3.54244 -1.09952 -5.87794 0.1 0.0 0.1 0.24
C -4.47518 3.80629 -7.84368 0.1 0.0 -0.4 -0.57
C -5.66371 4.33765 -7.07070 0.0 0.3 0.3 -0.54
C -6.40310 3.06229 -6.71415 -0.2 -0.2 -0.1 -0.50
O -5.41362 2.03182 -6.58503 0.0 0.2 -0.1 -0.34
C -4.16777 2.51935 -7.10238 0.2 -0.2 0.3 -0.34
H -3.62790 4.49263 -7.87378 0.0 -0.1 0.0 0.34
H -4.77173 3.58311 -8.87348 0.1 0.0 0.0 0.26
H -5.32005 4.83769 -6.15966 -0.1 0.0 -0.1 0.27
H -6.27667 5.04148 -7.63524 0.0 -0.1 0.0 0.33
H -7.09358 2.76677 -7.51129 -0.1 0.1 0.0 0.27
H -6.96513 3.14979 -5.78182 0.1 -0.1 0.0 0.28
H -3.49972 2.70027 -6.25330 0.1 0.0 -0.1 0.26
H -3.71544 1.76138 -7.74566 -0.1 -0.1 0.1 0.26
C 1.76797 1.42211 6.46583 0.1 0.1 -0.3 0.13
C 0.55806 1.94624 7.21095 -0.1 0.2 0.2 -0.62
C -0.17241 0.66482 7.56506 -0.1 -0.2 0.0 -0.36
O 0.82587 -0.35161 7.72006 0.0 0.2 -0.2 -0.45
C 2.07626 0.14629 7.22238 0.1 -0.1 0.3 -0.45
H 2.60658 2.11873 6.44604 0.0 -0.1 -0.1 0.18
H 1.49313 1.18221 5.43194 0.1 0.1 0.0 -0.06
H 0.87868 2.45884 8.12277 -0.1 0.0 -0.1 0.29
H -0.05322 2.63742 6.62867 0.0 0.0 0.1 0.35
H -0.84494 0.35396 6.75634 -0.1 0.1 0.0 0.13
H -0.75311 0.75250 8.48540 0.0 -0.1 0.0 0.30
H 2.72528 0.33976 8.08236 0.1 0.0 -0.1 0.31
H 2.55002 -0.61051 6.59259 0.0 -0.1 0.1 0.24
C -5.84456 -1.25725 -9.67081 0.1 0.4 -0.1 -0.54
C -5.61458 -2.59630 -10.34012 -0.2 -0.3 -0.2 -0.58
C -4.67716 -3.28023 -9.36273 0.3 -0.1 0.1 -0.46
O -4.99627 -2.77341 -8.05958 -0.1 0.1 -0.2 -0.35
C -5.86177 -1.63871 -8.20348 -0.1 -0.1 0.3 0.23
H -6.75934 -0.75677 -9.99122 0.0 0.0 0.0 0.39
H -5.00032 -0.59048 -9.87410 -0.1 0.0 0.0 0.23
H -6.55826 -3.14747 -10.40081 0.1 0.0 0.0 0.27
H -5.19926 -2.51985 -11.34590 0.0 0.0 0.1 0.35
H -3.63167 -3.03078 -9.57344 0.0 -0.1 -0.1 0.28
H -4.78357 -4.36713 -9.36966 0.0 0.1 0.1 0.26
H -6.86552 -1.94027 -7.88372 0.0 0.1 0.0 0.21
H -5.51807 -0.82937 -7.55519 0.0 -0.1 0.0 -0.26
C 7.37217 2.34967 6.65640 0.4 -0.3 0.1 0.01
C 7.00378 3.33183 5.56534 -0.1 0.4 0.0 -0.68
C 6.00891 2.53304 4.74547 0.0 -0.2 -0.2 -0.23
O 5.34682 1.63837 5.65158 0.1 0.1 0.0 -0.39
C 6.05440 1.64044 6.90084 -0.2 0.1 0.2 -0.54
H 7.77418 2.82115 7.55452 -0.1 0.0 0.0 0.38
H 8.11446 1.63988 6.28048 -0.1 0.1 0.1 -0.17
H 6.51082 4.20577 6.00350 0.0 0.0 -0.1 0.32
H 7.85633 3.67921 4.98007 -0.1 -0.1 0.0 0.37
H 6.51504 1.92726 3.98598 0.0 0.1 0.0 0.04
H 5.26941 3.16651 4.24977 -0.1 -0.1 0.0 0.31
H 5.44238 2.18062 7.63232 0.0 0.0 0.1 0.30
H 6.18767 0.61371 7.24913 -0.1 0.0 -0.1 0.32
C 8.51880 -1.56049 3.55704 -0.4 -0.1 -0.1 -0.57
C 9.58723 -0.79590 2.80531 0.4 -0.1 -0.1 -0.56
C 9.51855 0.56913 3.46250 -0.1 0.3 0.0 -0.42
O 9.10725 0.35599 4.82066 0.0 -0.3 -0.4 -0.37
C 8.65746 -0.99919 4.95900 0.2 0.0 0.3 -0.28
H 8.64366 -2.64350 3.51820 0.0 0.1 0.0 0.35
H 7.53174 -1.31466 3.15168 0.0 0.0 0.0 0.26
H 10.56607 -1.24983 2.98804 0.0 0.0 0.0 0.25
H 9.42502 -0.75809 1.72728 0.0 0.0 0.1 0.33
H 8.76816 1.20550 2.98027 0.0 0.0 -0.1 0.21
H 10.47791 1.09029 3.44783 -0.1 0.0 0.1 0.29
H 9.41321 -1.54635 5.53243 -0.1 -0.1 0.0 0.29
H 7.71690 -1.01900 5.51448 0.0 0.1 0.0 0.16
```
Forces are in eV/Å.

Results
highest occupied orbital energy = -10.6 eV
charge = +1

Entry 6:
8 unconnected molecules or ions with the total composition C10H24Cl10N3O6 in a non-equilibrium geometry. Source: the Open Molecules 2025 dataset; level of theory: ωB97M-V with the def2-TZVPD basis set.

```
53
Properties=species:S:1:pos:R:3:forces:R:3:mulliken_charge:R:1
N 0.13174 0.16582 -0.15113 0.4 0.4 -0.6 0.76
H -0.14146 0.47201 0.77175 -0.7 0.2 1.5 0.29
H 1.11504 -0.06485 -0.14669 0.4 -0.3 0.2 -0.15
H -0.01933 0.94502 -0.77572 0.0 0.4 -0.3 0.26
H -0.40300 -0.60716 -0.52080 -0.1 -0.3 0.3 -0.31
N -1.51618 1.95913 2.96730 1.0 -0.6 4.4 0.87
O -0.95205 1.34981 3.85647 0.8 -0.8 1.8 -0.61
O -1.35606 1.54552 1.85720 0.0 -1.0 -6.3 -0.71
O -2.18959 2.92329 3.25300 -1.9 2.4 -0.6 -0.71
N 1.05394 -0.92191 3.48317 -3.1 4.6 4.0 0.97
O 0.05623 -1.25460 4.09661 -3.1 -5.1 -0.2 -0.65
O 1.30093 -1.09613 2.33610 1.2 -2.7 -5.4 -0.60
O 1.56123 -0.00189 4.07628 5.3 2.8 1.3 -0.67
Cl -1.64099 -2.11273 1.10612 -0.5 -0.3 0.7 0.10
C -2.85257 -2.98051 2.16189 -0.7 1.1 -1.1 -0.67
C -4.29461 -2.37985 2.02322 1.3 -0.5 0.9 -0.48
Cl -4.34602 -0.63647 2.39308 0.1 -0.1 -0.4 -0.11
H -2.56597 -2.91569 3.21153 0.5 0.0 -0.3 0.30
H -2.78942 -3.96696 1.70250 -0.4 -0.2 0.7 0.30
H -4.82980 -2.79928 2.87513 -0.3 -0.4 -0.4 0.37
H -4.74535 -2.62801 1.06230 0.0 0.3 0.1 0.28
Cl 1.53234 0.93445 -3.06471 -0.4 0.2 -0.3 -0.03
C 0.92110 2.08291 -4.30670 1.3 1.2 0.4 -0.51
C 1.60530 3.47578 -4.11645 -0.4 -0.5 -0.2 -0.45
Cl 0.82015 4.50089 -2.88088 0.0 -0.3 -0.1 -0.18
H -0.16140 2.19928 -4.25410 0.1 -0.3 0.0 0.25
H 1.27626 1.68807 -5.25857 -0.3 0.0 0.0 0.32
H 1.55105 4.00295 -5.06894 -0.1 0.1 0.1 0.34
H 2.65515 3.40955 -3.83092 -0.2 -0.3 0.0 0.31
Cl -0.02705 -2.25590 -2.21307 0.0 -0.1 -0.1 -0.11
C 0.89425 -3.55721 -1.43496 -0.1 -1.3 0.4 -0.46
C 2.39322 -3.33216 -1.45804 -0.2 1.0 -0.7 -0.61
Cl 2.83870 -1.85776 -0.52734 0.1 -0.5 0.1 -0.04
H 0.63773 -4.47169 -1.96977 0.3 0.1 -0.5 0.40
H 0.46668 -3.78696 -0.45899 0.2 0.8 0.3 0.26
H 2.67769 -3.06418 -2.47557 0.0 -0.2 0.0 0.28
H 3.00453 -4.18501 -1.16300 -0.3 0.1 0.4 0.36
Cl 2.97451 1.64729 -0.25062 1.2 0.2 0.7 -0.08
C 4.39712 1.11620 0.75982 0.7 -0.3 0.9 -0.55
C 4.97244 2.14340 1.78183 -1.1 -0.3 -1.3 -0.46
Cl 5.93697 3.37461 0.85904 -0.3 -0.1 0.4 -0.23
H 5.21483 0.78427 0.12008 -0.3 0.2 -0.4 0.39
H 4.06282 0.22349 1.28841 -0.3 0.2 0.2 0.26
H 5.65408 1.70853 2.51282 -0.2 -0.3 -0.3 0.35
H 4.11723 2.58912 2.28982 0.3 0.4 0.0 0.34
Cl -4.93943 2.33503 -0.18858 -0.4 -0.7 -0.4 -0.19
C -4.63829 0.68329 -0.90559 -0.1 0.8 0.4 -0.52
C -3.16304 0.41180 -0.70454 -0.4 0.0 -0.3 0.16
Cl -2.20668 1.53471 -1.74976 0.0 -0.2 -0.1 -0.21
H -4.97880 0.68469 -1.94104 0.3 0.2 0.0 0.39
H -5.26728 -0.02808 -0.37040 0.2 0.1 0.3 0.30
H -2.92220 -0.61409 -0.98318 0.1 0.1 0.0 0.23
H -2.87688 0.62822 0.32472 0.2 0.0 0.0 -0.16
```
Forces are in eV/Å.

Results
highest occupied orbital energy = -3.6 eV
relative energy (zero: lowest compared OMol25 entry of this formula, charge and spin) = 2.080 eV
charge = -1